Record 1
Density functional theory data (ωB97M-V/def2-TZVPD) for C4H4N2O in the gas phase at a distorted geometry.

Output
ΔE to the lowest compared entry with this formula, charge and spin in kcal/mol: 69.7
Net charge: 0
Multiplicity: 1
E in hartree: -339.47064
LUMO level in hartree: -0.0189
SMILES: O=c1cc[nH]cn1

Structure (XYZ):
```
11
Properties=species:S:1:pos:R:3:forces:R:3:nbo_charge:R:1
O 2.281984 -1.037596 0.714133 -0.56 0.03 0.11 -0.526
C 1.165124 -0.748079 0.367213 0.56 0.20 -0.24 0.619
C 0.885144 0.492059 -0.445566 0.60 0.69 0.43 -0.416
C -0.213073 1.204774 -0.117943 0.26 -0.32 -0.11 0.033
N -1.294764 0.394822 0.240401 0.14 -0.36 -0.04 -0.672
C -0.926198 -0.963378 -0.089366 -0.98 -0.43 0.67 0.419
N 0.029438 -1.597415 0.463613 -0.15 0.53 -1.27 -0.497
H 1.638429 0.798786 -1.138823 0.65 0.60 0.34 0.236
H -0.365708 2.290287 -0.141796 0.02 -0.53 -0.41 0.219
H -1.773589 0.496878 1.130059 0.17 0.13 -0.02 0.403
H -1.430729 -1.334431 -0.983019 -0.72 -0.55 0.55 0.182
```
Forces are in eV/Å.


Record 2
Density functional theory data (ωB97M-V/def2-TZVPD) for a molecular structure, C5H14BBeClFeN at a distorted geometry.

Output
Expectation value of S²: 8.7658
ΔE to the lowest compared entry with this formula, charge and spin in kcal/mol: 3.9
Net charge: -2
Multiplicity: 6
E in hartree: -2017.09955
LUMO level (spin up / spin down) in hartree: 0.1925 / 0.1924

Structure (XYZ):
```
24
Properties=species:S:1:pos:R:3:forces:R:3:lowdin_spin:R:1
Fe -0.731141 1.030843 0.770158 1.44 -0.28 -3.03 3.865
Cl -1.388458 3.045298 1.107737 -0.27 2.10 0.30 0.166
C -2.391004 0.151814 0.215320 -1.08 -0.59 -0.61 0.191
H -3.067996 0.208507 1.076500 -0.09 -0.10 -0.15 0.023
H -2.175488 -0.884751 -0.072237 -0.25 0.12 0.00 0.021
H -2.786034 0.721875 -0.635550 -0.17 -0.26 0.11 0.024
Be 0.861428 0.005186 -2.165058 -0.42 0.27 0.41 0.042
C 2.215578 0.131713 -3.166226 0.94 0.18 -0.80 0.019
C -0.600207 -0.533341 -2.821134 -1.01 -0.27 -0.40 0.005
C 0.982656 0.454506 -0.538269 -0.01 0.83 2.01 0.389
H -0.574045 -1.626571 -2.925423 -0.12 -0.16 -0.12 0.001
H -1.480131 -0.275028 -2.219634 0.05 -0.13 -0.18 0.000
H -0.725140 -0.111516 -3.827389 -0.14 -0.10 -0.16 0.000
H 2.851493 -0.754981 -3.045752 0.18 -0.05 -0.03 0.000
H 1.933577 0.191993 -4.225289 0.11 -0.03 -0.16 0.003
H 2.824565 1.011920 -2.925891 0.17 -0.01 -0.03 0.001
H 1.415066 -0.325752 0.138027 -0.28 0.30 -0.19 0.030
H 1.530386 1.388988 -0.267108 0.06 -0.25 -0.17 0.036
B 0.347219 -0.798974 4.731545 0.30 -0.45 1.03 0.015
C -0.044161 -0.337643 3.332676 -0.81 1.15 -3.16 0.080
N -0.330988 0.042249 2.256674 1.44 -2.22 5.22 0.079
H -0.476413 -0.359685 5.518574 0.05 -0.07 -0.02 0.003
H 1.460623 -0.355184 4.970755 -0.09 -0.08 0.01 0.004
H 0.348619 -2.021461 4.716990 0.02 0.08 0.11 0.003
```
Forces are in eV/Å.


Record 3
Density functional theory data (ωB97M-V/def2-TZVPD) for a molecular structure, C29H46BrN3P2SSn at a distorted geometry.

Output
ΔE to the lowest compared entry with this formula, charge and spin in kcal/mol: 13.3
Net charge: +4
Multiplicity: 1
E in hartree: -5164.46861
LUMO level (spin up / spin down) in hartree: -0.4909 / -0.5013

Structure (XYZ):
```
83
Properties=species:S:1:pos:R:3:forces:R:3:mulliken_charge:R:1
N -4.485956 -1.460264 3.026244 -0.40 -0.06 0.04 -0.494
C -4.260041 -0.430644 3.851547 -0.30 0.03 -0.30 -0.527
C -4.732653 0.850197 3.586715 0.21 0.00 -0.24 -0.563
C -5.359699 1.072486 2.339072 -0.63 -0.49 -0.22 0.770
C -5.862621 -0.061548 1.650114 0.53 -0.83 0.04 -0.437
C -5.370530 -1.318027 2.022322 -0.24 0.52 -0.12 -0.487
C -5.110158 2.280519 1.625592 -0.29 -0.20 1.29 -0.336
Sn -0.063955 0.797460 -1.175312 2.19 0.20 0.78 1.150
P 3.513997 -0.124099 -1.594608 3.32 0.72 -1.18 0.616
C -5.014855 2.233322 0.255095 -0.37 1.29 -1.43 -0.478
C -3.927971 2.814176 -0.442398 -0.66 0.43 -0.35 0.661
C -3.629406 2.319939 -1.751709 0.00 -0.16 0.44 -0.854
C -2.285895 2.164219 -2.061076 -0.95 -0.07 0.55 -0.612
C -1.404192 2.365030 -0.985921 0.49 -0.05 -1.75 -0.537
C -1.631165 3.302760 0.008820 -0.76 0.15 0.51 -0.138
C -2.959996 3.610950 0.237695 0.44 -0.54 0.31 -1.229
Br 1.619121 2.294945 -2.671144 -1.80 -1.26 0.18 -0.318
H -4.759444 3.143452 2.188024 0.27 -0.17 -0.07 0.431
H -5.733796 1.687026 -0.349117 0.25 -0.50 0.22 0.524
H -4.528710 1.667137 4.259424 0.20 0.19 0.03 0.517
H -6.529130 0.033944 0.793179 0.21 -0.04 0.21 0.536
H -3.632003 -0.627845 4.718996 -0.23 0.02 -0.09 0.531
H -5.643223 -2.216188 1.441820 0.16 0.48 0.49 0.444
H -4.410899 1.865975 -2.364330 0.14 0.33 0.07 0.497
H -3.281239 4.266631 1.044063 0.22 0.00 -0.18 0.642
H -1.933159 1.749856 -3.008561 -0.32 -0.06 0.20 0.718
H -0.820013 3.736737 0.588331 -0.28 -0.08 -0.19 1.093
P -0.495649 -1.939318 -0.990866 -0.85 -1.48 -0.59 0.653
C 4.118312 1.560475 -1.011495 -1.61 0.20 0.77 -0.309
C 5.124437 2.403909 -1.774387 0.52 0.20 -0.50 -1.543
H 4.460150 1.398089 0.019790 -0.04 -0.24 -0.19 0.590
H 3.186400 2.161517 -0.959859 0.91 -0.44 0.50 0.194
H 5.268518 3.335115 -1.205742 -0.03 -0.34 -0.06 0.418
H 6.097314 1.913253 -1.880960 -0.22 0.17 -0.05 0.359
H 4.761623 2.696305 -2.765677 0.08 0.05 0.34 0.431
C 3.669995 -0.537785 -3.416645 -1.48 -1.02 0.42 -0.529
C 4.711326 0.231564 -4.194599 0.52 0.38 -0.18 -1.175
H 2.656417 -0.480039 -3.857741 0.52 0.13 0.05 0.402
H 3.954117 -1.613127 -3.415168 -0.40 0.52 0.18 0.453
H 4.427433 0.255913 -5.249342 0.04 0.02 0.13 0.373
H 4.844068 1.246189 -3.834092 -0.04 -0.13 -0.38 0.130
H 5.671339 -0.280857 -4.108128 -0.08 0.16 -0.13 0.371
C 4.781785 -1.234627 -0.890829 -1.04 -0.80 1.04 -0.697
C 6.221439 -0.818118 -1.137188 0.59 0.60 -0.31 -1.121
H 4.604338 -2.244824 -1.281276 -0.03 0.21 0.11 0.448
H 4.561032 -1.254810 0.190504 0.32 -0.20 -0.19 0.444
H 6.885677 -1.637745 -0.823779 -0.28 0.24 -0.04 0.392
H 6.426207 -0.614222 -2.197596 -0.02 -0.14 0.37 0.168
H 6.485947 0.079988 -0.565075 0.00 -0.30 -0.12 0.350
C 0.626680 -3.207277 -0.261317 0.78 0.69 0.48 -0.828
C 2.069794 -3.140198 -0.728839 0.28 -0.08 -0.08 -0.953
H 0.187789 -4.179645 -0.528757 -0.30 0.32 -0.17 0.609
H 0.575446 -3.134491 0.833662 0.03 0.05 -0.38 0.515
H 2.623983 -3.999329 -0.331144 -0.09 0.18 -0.13 0.470
H 2.156963 -3.162631 -1.821487 0.01 -0.07 0.14 0.356
H 2.568075 -2.236257 -0.361177 -0.24 -0.23 0.07 -0.121
C -0.772615 -2.576753 -2.689329 0.27 0.52 -0.14 -0.717
C -1.546123 -1.627081 -3.605628 -0.28 -0.29 -0.16 -0.999
H -1.304473 -3.534018 -2.570345 0.17 0.22 0.05 0.502
H 0.218086 -2.806279 -3.112530 -0.24 0.07 0.15 0.412
H -1.394537 -1.925079 -4.650389 -0.10 0.15 0.23 0.429
H -2.624622 -1.664220 -3.405228 0.26 0.09 -0.03 0.337
H -1.210106 -0.582242 -3.517012 0.07 -0.08 -0.05 0.100
C -2.035040 -2.294423 -0.017509 -0.15 0.95 -0.08 -0.320
C -1.762973 -2.530349 1.466701 0.26 -0.16 0.53 -0.794
H -2.491918 -3.185277 -0.469926 0.18 0.24 -0.19 0.619
H -2.725177 -1.450609 -0.168354 0.02 -0.27 0.02 0.293
H -2.620788 -2.242324 2.086321 0.12 -0.13 -0.28 0.227
H -1.565278 -3.593030 1.677519 -0.03 0.38 -0.13 0.394
H -0.895559 -1.952698 1.817757 -0.36 -0.20 -0.23 -0.156
C 0.058661 -0.890137 3.986816 0.10 -0.77 0.11 -0.861
N -0.020779 0.559353 3.848188 0.56 0.54 -1.19 0.251
C 0.073128 1.509095 4.858451 -0.07 0.01 -0.40 -0.219
C 0.107095 2.730173 4.257464 -0.25 -0.01 -0.17 -0.598
N 0.003169 2.516397 2.891498 0.63 -1.10 0.25 0.320
C 0.060874 1.178247 2.627237 -0.66 1.50 2.17 -0.354
S 0.747573 0.436270 1.262903 0.37 -0.90 -1.46 -0.116
H -0.874561 -1.380501 3.677366 0.20 0.44 0.30 0.214
H 0.855064 -1.261087 3.326505 -0.12 0.09 0.38 0.377
H 0.279784 -1.185115 5.017885 -0.01 0.32 -0.23 0.430
H 0.154400 1.221059 5.901879 -0.13 0.13 -0.27 0.531
H 0.260351 3.725979 4.652098 -0.31 -0.18 0.09 0.512
H 0.032980 3.219488 2.166024 0.29 -0.07 0.39 0.218
```
Forces are in eV/Å.


Record 4
Density functional theory data (ωB97M-V/def2-TZVPD) for a molecular structure, C3H2ClNO2S at a distorted geometry.

Output
ΔE to the lowest compared entry with this formula, charge and spin in kcal/mol: 91.3
Net charge: 0
Multiplicity: 1
E in hartree: -1178.92662
LUMO level in hartree: -0.0315

Structure (XYZ):
```
10
Properties=species:S:1:pos:R:3:forces:R:3:nbo_charge:R:1
C -0.926640 0.936472 1.345632 -1.47 1.63 3.33 -0.029
C -1.199229 0.892015 -0.078076 -0.90 -1.49 -2.10 0.506
C 0.351448 0.714317 -0.197749 1.24 -1.54 0.36 -0.435
N 0.297255 0.550789 1.270534 0.15 0.39 0.02 -0.317
O -2.151097 0.603183 -0.743669 0.76 0.74 0.25 -0.452
O 1.335916 -0.652864 -2.314198 0.04 0.15 0.38 -0.855
S 1.144123 -0.676592 -0.888836 0.56 -0.14 0.24 1.494
Cl 0.347069 -2.582461 -0.468765 -0.13 0.03 0.06 -0.274
H -1.587184 1.302771 2.257810 1.68 -1.16 -1.84 0.223
H 2.388338 -1.087631 -0.182684 -1.94 1.40 -0.70 0.138
```
Forces are in eV/Å.